A 13-piece molecular cluster, C39H104O13 overall at a distorted geometry. Source: the OMol25 dataset; level of theory: ωB97M-V/def2-TZVPD.

```
156
Properties=species:S:1:pos:R:3:forces:R:3
C 4.15423 3.13361 -0.06821 -0.9 0.2 -0.8
C 3.82378 4.61982 0.19840 -0.4 -1.0 0.1
C 2.48432 4.98512 -0.54592 1.0 -0.4 1.1
O 3.72875 4.84223 1.62362 0.4 0.3 -1.1
H 4.99176 2.68867 0.46906 -0.1 0.4 0.1
H 4.30000 3.01561 -1.14196 0.5 0.0 -0.2
H 3.24350 2.55018 0.06696 0.1 -0.2 0.6
H 4.67649 5.15922 -0.21394 -0.2 0.6 0.5
H 2.64518 5.10453 -1.61736 -0.1 0.0 0.0
H 2.00670 5.85978 -0.10437 0.3 0.3 -0.2
H 1.78845 4.17112 -0.34280 -0.1 -0.1 -0.3
H 2.92983 4.38800 1.90114 -0.5 -0.1 0.2
C 0.46723 2.74715 -6.32443 -2.5 0.8 -2.0
C -0.88227 2.24080 -5.76992 0.7 -0.1 1.6
C -1.76482 1.25207 -6.62040 1.8 -0.1 0.8
O -0.38805 1.68585 -4.55641 -0.7 -2.4 0.8
H 0.75248 3.64742 -5.78013 0.3 -0.4 0.3
H 0.11428 3.12580 -7.28367 1.0 0.2 -0.8
H 1.23501 1.98070 -6.43015 -0.2 0.1 0.2
H -1.48823 3.07334 -5.41246 -0.2 0.4 -0.7
H -1.12941 0.38256 -6.78866 0.3 0.1 -0.8
H -2.09989 1.72001 -7.54606 0.1 -0.1 0.0
H -2.58244 0.72729 -6.12623 -0.3 0.9 0.5
H -0.48080 2.31030 -3.83319 -0.1 0.4 -0.2
C -3.33381 -5.65064 -0.11156 -0.6 1.4 -0.8
C -2.17888 -4.79118 -0.56843 2.2 0.1 -1.5
C -1.90806 -4.83495 -2.10679 -0.3 -1.0 1.3
O -2.16028 -3.39872 -0.25752 -0.6 -0.1 0.8
H -4.17213 -5.37562 -0.75161 -0.3 -0.4 -0.3
H -3.70931 -5.35011 0.86658 0.5 -0.7 0.3
H -3.04383 -6.68566 -0.29254 -0.3 0.0 0.5
H -1.26054 -5.15562 -0.10806 0.1 -0.1 0.3
H -1.12696 -4.11617 -2.35446 -0.3 0.1 0.0
H -2.84959 -4.67633 -2.63260 0.2 0.3 -0.3
H -1.53306 -5.82713 -2.35790 -0.1 -0.2 -0.2
H -2.90168 -3.02637 -0.74052 -0.5 0.6 -0.1
C -5.75742 -0.10536 -2.64281 0.5 0.9 -0.7
C -4.48047 -0.68667 -2.06446 0.1 -1.4 0.6
C -3.78860 0.16035 -1.02202 -0.2 1.0 -0.2
O -4.74525 -1.95855 -1.48917 -0.1 -0.9 0.5
H -6.43454 0.30856 -1.89563 0.2 0.1 0.2
H -6.36402 -0.72635 -3.30198 0.4 -0.6 0.3
H -5.40292 0.67925 -3.31125 -0.3 0.6 0.1
H -3.72965 -0.94688 -2.81055 -0.2 0.3 -0.5
H -4.47317 0.53120 -0.25918 -0.3 0.2 -0.1
H -3.38755 1.01009 -1.57448 0.2 0.3 0.4
H -2.99810 -0.31268 -0.43939 0.2 -0.3 -0.6
H -5.13820 -1.77937 -0.63180 -0.2 -0.3 0.3
C -3.03081 4.85665 -2.51813 0.4 1.1 0.2
C -1.48758 4.92495 -2.67598 -2.1 0.1 1.1
C -0.74681 5.51934 -1.52311 0.7 2.0 -0.1
O -0.99858 3.64551 -2.81118 0.9 -2.0 -1.2
H -3.37456 4.65415 -1.50377 0.3 -0.7 0.1
H -3.47913 4.17659 -3.24245 0.0 0.0 0.0
H -3.43887 5.85898 -2.64816 -0.1 0.1 -0.5
H -1.27371 5.51956 -3.56412 0.1 -0.4 -0.2
H 0.11861 5.98199 -1.99756 0.3 0.2 0.3
H -0.29791 4.86847 -0.77279 -0.8 -0.3 0.0
H -1.30898 6.34308 -1.08323 0.0 0.0 0.3
H -1.44750 3.05252 -2.20421 -0.2 0.1 0.3
C -1.19714 -3.33883 3.02728 0.5 1.4 2.4
C -2.70110 -3.21403 3.49640 3.8 -0.1 -0.2
C -3.11054 -1.87796 4.06053 0.1 0.6 0.0
O -3.30522 -3.44255 2.29905 -2.8 -0.6 -1.3
H -0.90204 -4.30378 2.61510 -0.6 0.0 -0.4
H -0.52743 -3.24025 3.88161 0.2 0.1 0.3
H -0.94326 -2.48677 2.39671 -0.1 -0.2 -0.4
H -2.77450 -3.99709 4.25108 -0.8 -0.3 0.1
H -4.16311 -1.89489 4.34316 0.0 -0.1 0.2
H -2.99807 -1.05839 3.35077 0.0 -0.3 -0.5
H -2.49816 -1.53398 4.89407 -0.1 -0.5 0.4
H -2.63109 -3.75354 1.69041 -0.4 0.2 -0.5
C 1.69866 -1.22738 5.24659 0.2 0.6 0.8
C 2.30680 -1.19236 6.69820 -2.1 -1.4 -1.0
C 1.14001 -1.54733 7.70195 0.9 0.0 -1.8
O 3.38606 -2.16114 6.68859 -0.7 1.4 0.6
H 2.38617 -0.92619 4.45620 0.3 -0.1 0.2
H 0.83781 -0.56543 5.15248 -0.1 0.2 0.2
H 1.31968 -2.22298 5.01577 0.2 -0.2 0.2
H 2.59258 -0.20357 7.05699 0.7 0.1 -0.6
H 1.53490 -1.66179 8.71144 -0.4 0.1 0.0
H 0.60181 -2.42191 7.33650 0.3 -0.4 0.4
H 0.42297 -0.74425 7.53159 0.0 0.3 0.8
H 3.88256 -1.84914 7.44868 0.6 -0.6 0.1
C 6.40818 -3.18192 1.17852 0.5 -0.4 1.6
C 5.37407 -3.68686 2.19263 0.2 2.5 -0.5
C 4.49323 -2.48805 2.60016 -0.2 0.3 0.5
O 4.66331 -4.65461 1.51358 -1.0 -1.4 -0.4
H 5.96202 -2.62615 0.35380 0.1 -0.3 0.0
H 7.01214 -4.04342 0.89371 -0.1 0.1 -0.6
H 7.06697 -2.54149 1.76499 0.2 0.4 -0.4
H 5.86352 -4.06839 3.08871 0.1 -0.2 0.0
H 5.08270 -1.70281 3.07347 0.3 -0.1 0.1
H 3.70280 -2.69863 3.32056 0.0 -0.5 0.1
H 3.98149 -1.98372 1.78049 0.2 -0.3 -0.5
H 4.18575 -5.19391 2.14817 -0.2 -0.1 -0.1
C 0.42012 0.39516 -1.28702 -0.6 0.1 0.4
C 0.68710 -0.33743 0.04669 0.0 -0.1 -0.6
C 1.77481 0.33752 0.90761 -1.5 0.4 -0.7
O -0.55362 -0.42254 0.80626 0.9 0.3 -0.1
H 1.21042 0.28538 -2.02964 0.1 0.2 0.2
H 0.15887 1.43866 -1.11108 0.7 0.4 0.2
H -0.51374 0.08198 -1.75384 0.1 -0.8 0.0
H 0.96900 -1.36030 -0.20306 0.2 -0.1 0.1
H 2.76681 0.29941 0.45749 0.0 -0.4 0.2
H 1.68431 0.00671 1.94224 0.5 -0.2 -0.1
H 1.48646 1.38809 0.87193 0.2 0.3 0.4
H -0.95464 -1.24948 0.52885 -0.4 -0.2 0.0
C -0.62050 -2.57952 -6.64999 -0.3 0.6 0.3
C 0.07782 -3.31642 -5.51200 -2.3 0.3 0.9
C 0.49592 -2.37880 -4.34324 1.4 -0.7 -1.1
O -0.85474 -4.26572 -4.94109 -0.3 0.0 -0.9
H -1.33118 -1.81092 -6.34618 0.0 0.0 0.5
H -1.20774 -3.20847 -7.31909 0.5 -0.4 -0.1
H 0.16894 -2.03634 -7.16944 -0.1 -0.1 -0.4
H 0.85157 -3.86469 -6.04942 0.7 0.0 0.8
H -0.19230 -1.69185 -3.85073 -0.7 -0.3 -0.7
H 1.30527 -1.77114 -4.74799 0.3 0.2 0.4
H 0.86748 -3.04105 -3.56127 0.4 0.2 0.1
H -0.43561 -4.81643 -4.27578 0.3 0.1 0.0
C -2.03111 1.73427 3.90883 -0.8 -1.4 -1.0
C -2.84833 1.85589 2.51855 1.5 1.7 0.5
C -3.64005 3.17600 2.51541 0.2 0.4 -0.1
O -1.92027 2.02546 1.41607 -0.4 0.8 0.3
H -1.19980 2.42938 4.02660 -0.3 0.3 -0.3
H -1.59776 0.73806 3.99746 0.4 -0.2 -0.6
H -2.63434 1.70249 4.81614 -0.5 0.7 -0.2
H -3.52123 1.03223 2.28006 0.2 -0.3 0.5
H -2.95812 4.02074 2.61279 0.3 -0.1 0.7
H -4.40373 3.21700 3.29208 0.1 0.0 0.1
H -4.09842 3.48775 1.57690 -0.3 -0.9 -0.3
H -1.29171 1.31240 1.28166 -0.2 -0.9 0.3
C 2.06585 -4.06934 -0.97232 -0.8 1.2 -0.8
C 3.22454 -3.66621 -1.89928 -0.2 1.9 0.9
C 3.88117 -2.29932 -1.59998 -1.9 0.7 0.1
O 4.20942 -4.54638 -1.62268 2.4 -2.9 -0.5
H 2.39960 -4.06548 0.06532 0.2 -0.4 -0.1
H 1.65160 -5.01731 -1.31563 0.3 -0.2 0.4
H 1.23070 -3.36908 -0.98821 -0.2 0.2 -0.2
H 3.01216 -3.71563 -2.96725 -0.3 -0.2 0.0
H 4.08026 -2.25773 -0.52912 0.4 -0.1 0.0
H 3.16540 -1.49088 -1.74900 -0.1 0.3 -0.2
H 4.75557 -2.07148 -2.20957 0.0 -0.4 0.1
H 4.47731 -4.45805 -0.70506 0.0 -0.1 0.3
C 1.14748 5.77501 4.09068 -0.8 0.2 -0.5
C 0.13046 5.14129 3.11966 -0.5 -2.2 0.6
C -0.69142 6.04668 2.23116 1.2 0.9 -0.5
O 0.79578 4.16815 2.31377 1.7 0.0 -0.6
H 1.39347 5.29285 5.03678 -0.5 -0.8 -0.3
H 0.63464 6.67998 4.41646 0.7 0.6 -0.2
H 2.10455 5.87507 3.57871 -0.1 0.8 -0.1
H -0.54326 4.47794 3.66204 -0.5 0.6 0.7
H -0.03663 6.51933 1.49907 0.5 0.3 0.1
H -1.12416 6.87999 2.78473 -0.6 -0.3 0.0
H -1.33624 5.50699 1.53760 -0.6 -0.2 0.7
H 0.21901 3.48752 1.95925 -0.6 0.1 0.2
```
Positions in Å, forces in eV/Å.

Frontier orbital gap = 9.788 eV
Calculated total energy = -68742.8570 eV
Energy relative to the best compared isomer or geometry (same formula, charge and spin) = 5.3180 eV

These are the Löwdin partial charges, in e, on atoms 1 to 4:
1 C -0.061
2 C -0.427
3 C -0.055
4 O -0.065

---

A 11-piece molecular cluster, C39H105N11O19 overall at a distorted geometry. Source: the OMol25 dataset; level of theory: ωB97M-V/def2-TZVPD.

```
174
Properties=species:S:1:pos:R:3:forces:R:3
C -0.37429 -1.68079 -5.31071 -0.2 0.7 2.1
O -0.62980 -2.09211 -4.19683 0.3 -1.1 0.6
N 0.78264 -1.69676 -5.95378 2.8 -0.9 -0.7
N -1.21922 -0.94790 -5.99049 -3.0 1.7 -1.9
H 0.82196 -1.08981 -6.76010 0.8 -0.4 0.3
H 1.61434 -1.91191 -5.42266 0.0 0.0 -0.4
H -0.86238 -0.42756 -6.77916 -0.8 0.0 0.2
H -2.11892 -0.72783 -5.58774 0.2 0.0 -0.2
C 0.56281 -5.55541 1.97892 -0.3 2.3 -1.2
O 0.81938 -4.57322 2.62713 1.0 0.8 1.2
N -0.16830 -6.56225 2.37775 -1.4 -3.0 1.5
N 0.78366 -5.61566 0.65307 0.8 0.2 -1.8
H -0.40127 -7.22514 1.65221 -0.1 -0.4 0.9
H -0.10622 -6.83721 3.34763 -0.3 -0.1 -0.3
H 0.40899 -6.40055 0.13957 0.2 0.5 -0.3
H 0.93169 -4.72516 0.20007 0.0 -0.4 -0.1
C -0.30569 5.95264 -1.49576 -4.2 -1.5 -2.3
O -1.34714 5.48411 -1.94126 -1.2 -0.1 0.3
N -0.18701 7.18343 -1.12179 -0.2 4.7 1.6
N 0.76338 5.26540 -1.51071 5.0 -2.2 0.6
H 0.65648 7.61068 -0.76672 -0.3 -0.3 0.0
H -1.03752 7.72351 -1.05077 0.3 -0.1 -0.1
H 0.74462 4.28934 -1.76969 0.2 0.5 0.1
H 1.58032 5.80109 -1.25432 0.5 -1.2 -0.1
C -7.94787 0.48713 0.94199 -0.2 -1.1 -0.3
O -9.16496 0.65290 1.66724 0.3 0.5 -0.1
C -10.05235 1.62936 1.11675 0.0 0.6 0.6
C -11.27198 1.88235 2.02803 -0.3 -1.1 -0.5
N -12.50200 1.08966 1.69325 1.5 -0.1 0.4
C -12.95794 1.47681 0.38892 -2.2 0.9 -0.4
C -14.36099 0.86920 0.12057 0.2 -0.2 0.6
O -14.93337 1.24384 -1.12030 -1.0 -0.4 -0.4
C -16.30768 0.75852 -1.29408 0.8 0.9 -0.5
H -8.16729 0.04745 -0.03096 -0.1 0.5 -0.5
H -7.32805 -0.30514 1.36181 -0.4 0.0 0.8
H -7.26639 1.33335 0.85487 -0.5 0.6 0.0
H -10.34997 1.38708 0.09655 0.1 -0.3 -0.1
H -9.62297 2.63067 1.08346 0.9 -0.1 -0.2
H -11.52940 2.93665 1.92672 -0.1 0.0 0.2
H -10.96025 1.67277 3.05126 -0.1 0.1 0.0
H -12.16845 0.14280 1.58232 -0.1 -0.5 0.5
H -12.26412 1.25240 -0.42124 -0.1 0.2 -0.2
H -13.16766 2.54067 0.49991 0.4 0.3 -0.7
H -15.02418 1.17499 0.92976 0.0 0.2 0.2
H -14.24937 -0.20613 0.25958 -0.2 -0.5 -0.5
H -16.78084 1.10837 -2.21160 1.1 0.1 -0.8
H -17.03401 1.27274 -0.66470 0.4 -0.6 1.3
H -16.31907 -0.32959 -1.35718 -0.2 0.0 0.7
C 7.57189 9.31132 3.52784 -0.1 0.3 -1.6
O 6.71279 8.47812 4.26332 0.5 0.2 -0.8
C 7.20962 8.24956 5.55649 -1.4 -0.2 0.2
C 6.23411 7.28671 6.28779 1.4 0.0 0.2
N 4.86800 7.65596 6.12948 -1.2 -0.8 -0.7
C 3.92465 6.83868 6.90144 -1.3 1.2 0.2
C 2.47985 7.23175 6.36348 1.4 -0.2 0.1
O 2.38534 6.68301 5.03741 -0.6 -0.5 0.1
C 1.10788 6.94927 4.41483 1.0 -0.6 0.3
H 7.76247 10.32806 3.87138 -0.5 0.1 0.8
H 7.13841 9.42688 2.53444 -0.3 0.0 0.0
H 8.57376 8.94434 3.30494 0.2 -0.8 0.5
H 7.16705 9.22652 6.03798 0.4 0.0 0.6
H 8.22413 7.86160 5.46508 0.1 -0.1 0.5
H 6.49476 7.33778 7.34494 0.1 -0.1 0.2
H 6.33567 6.25368 5.95518 0.7 -0.3 -0.1
H 4.63688 7.33342 5.20068 0.0 0.8 -0.7
H 4.15523 7.03490 7.94854 -0.8 0.5 0.3
H 3.94673 5.74893 6.89434 0.6 -0.4 -0.9
H 2.39226 8.31364 6.26391 0.1 0.2 0.3
H 1.70188 6.86683 7.03407 -0.2 -0.3 -0.1
H 0.31280 6.60283 5.07507 -0.3 0.9 0.4
H 0.90692 6.31830 3.54904 0.9 -0.2 -0.2
H 1.14199 7.97927 4.05984 -0.8 0.2 0.4
C 7.32074 -4.65228 4.08637 -0.4 -0.3 0.3
O 7.26129 -3.38019 3.46849 0.6 -0.4 0.3
C 5.96494 -2.81864 3.51204 -0.7 -0.2 -1.3
C 6.07311 -1.38427 3.03908 1.1 -0.3 0.4
N 6.90745 -0.65739 3.96192 0.3 1.4 -0.1
C 6.16401 -0.17278 5.08876 -0.2 0.2 -0.3
C 7.00754 0.59691 6.07575 -0.8 -0.3 -0.8
O 6.05271 0.95206 7.04003 0.1 0.1 0.9
C 6.60034 1.57974 8.17038 0.1 -0.3 0.2
H 8.15476 -5.26407 3.74256 -0.1 0.3 -0.6
H 6.37903 -5.18171 3.94156 0.0 -0.3 -0.3
H 7.45036 -4.63171 5.16844 0.0 0.6 0.3
H 5.51540 -2.98620 4.49078 -0.1 0.3 0.1
H 5.33901 -3.27342 2.74427 -0.3 -0.8 0.1
H 5.11633 -0.88865 2.87468 0.0 -0.1 0.2
H 6.61949 -1.40069 2.09605 -0.2 -0.2 -0.3
H 7.61973 -1.29014 4.29714 0.2 -0.1 -0.1
H 5.65663 -1.01465 5.55982 -0.1 0.0 0.7
H 5.37382 0.52175 4.80359 -0.1 -0.1 -0.5
H 7.42360 1.50731 5.64425 0.2 0.0 -0.3
H 7.83896 -0.05273 6.34922 0.1 0.0 1.0
H 7.25697 2.40244 7.88737 0.0 0.2 0.0
H 7.17994 0.85148 8.73766 0.2 0.0 0.2
H 5.80240 1.93874 8.82040 -0.1 0.0 -0.2
C 9.05476 3.13616 -9.31326 0.1 0.3 0.2
O 8.05317 2.18597 -9.03609 -0.1 -1.5 -0.3
C 8.46849 0.81111 -9.32763 1.0 1.2 -0.7
C 7.44861 -0.23236 -9.01249 0.3 1.1 1.4
N 7.29179 -0.23889 -7.56420 1.0 -0.5 -0.1
C 6.06014 -0.82890 -7.20520 -2.0 0.4 2.4
C 5.77142 -0.67330 -5.67068 0.7 -0.8 1.9
O 5.30366 -1.88169 -5.04530 -0.7 -1.7 -0.1
C 5.30780 -2.06299 -3.62182 0.7 0.5 0.0
H 8.70895 4.11441 -8.97927 -0.2 -0.1 0.1
H 9.29201 3.24701 -10.37134 -0.1 -0.3 -0.3
H 9.98222 2.93716 -8.77632 0.2 -0.2 0.1
H 9.38643 0.61298 -8.77428 0.1 -0.1 0.3
H 8.76088 0.69878 -10.37166 -0.1 0.4 -0.4
H 7.85517 -1.19846 -9.31162 -0.3 0.0 -0.3
H 6.49468 0.01815 -9.47657 -0.1 -0.2 -0.5
H 7.38567 0.69522 -7.19175 -0.2 0.1 -0.1
H 5.99424 -1.89740 -7.41034 0.1 0.0 -0.3
H 5.25877 -0.26899 -7.68728 -0.6 -0.4 -0.5
H 5.05601 0.05608 -5.29081 -0.1 0.7 -1.0
H 6.71563 -0.45282 -5.17271 0.4 0.3 -0.1
H 4.90807 -3.00449 -3.24513 -0.4 -0.4 -1.2
H 4.74106 -1.34233 -3.03228 0.0 0.7 -0.4
H 6.31589 -2.11823 -3.21096 0.4 0.5 -0.2
C -4.79241 -5.97797 -0.88491 0.1 -0.7 1.4
O -4.29178 -6.89427 -1.82347 -0.6 -0.3 0.2
C -3.48461 -6.20988 -2.70747 0.8 0.3 -1.6
C -2.88155 -7.07916 -3.81458 -0.3 -1.8 0.9
N -3.91396 -7.83554 -4.56577 0.5 0.5 -1.2
C -3.51180 -8.30530 -5.94421 0.5 0.4 2.2
C -2.61150 -9.58637 -5.86757 -1.4 -0.6 0.3
O -3.23869 -10.75276 -5.21861 -0.6 0.6 -1.1
C -4.40623 -11.28446 -5.89179 0.6 0.8 0.2
H -5.52093 -5.24172 -1.22448 -0.3 -0.3 -0.5
H -4.01185 -5.38380 -0.40974 0.5 0.1 -0.1
H -5.16688 -6.61725 -0.08541 -0.6 0.3 0.0
H -2.67897 -5.77852 -2.11335 0.4 0.5 -0.3
H -4.07837 -5.43868 -3.19819 0.0 0.5 0.0
H -2.25816 -7.83539 -3.33749 0.4 -0.1 0.5
H -2.14087 -6.54241 -4.40737 -0.6 0.4 -0.4
H -4.10502 -8.69042 -4.06300 -0.2 0.1 0.4
H -2.93549 -7.49191 -6.38510 0.2 -0.1 -0.2
H -4.45965 -8.32651 -6.48199 0.3 -0.8 -0.4
H -1.75082 -9.48546 -5.20640 0.0 0.7 -0.2
H -2.25637 -9.81842 -6.87164 0.0 -0.4 -0.1
H -5.15492 -10.50803 -6.04898 -0.1 0.1 0.1
H -4.84670 -12.06416 -5.27037 0.3 0.1 0.0
H -4.17740 -11.68192 -6.88061 0.3 -0.2 0.0
C -6.09516 2.97806 -4.97174 0.0 -1.5 0.1
C -5.91702 1.74787 -4.00830 -0.1 1.8 -0.1
O -5.61865 0.63259 -4.76375 0.4 -1.6 -1.2
O -7.24522 2.75140 -5.77240 -0.9 0.5 0.4
H -5.31963 3.02744 -5.73608 0.9 0.1 0.7
H -6.15164 3.91299 -4.41422 -0.3 0.0 -0.2
H -6.83919 1.53636 -3.46701 -0.1 0.6 0.2
H -5.10229 1.90518 -3.30151 0.0 0.2 0.1
H -6.36442 0.02808 -4.76348 0.1 0.0 0.0
H -7.11380 1.89919 -6.19437 0.1 -0.1 -0.1
C -0.32597 0.58131 1.91372 -0.5 0.7 -0.8
C -0.58583 0.22993 0.37182 -1.2 0.5 1.5
O -1.37003 -1.00469 0.28766 1.2 0.8 0.3
O 0.70049 -0.13665 2.52375 0.4 -0.8 -0.4
H -1.22160 0.50028 2.52968 -0.7 -0.7 -0.5
H -0.09214 1.61730 2.15895 0.3 0.4 -1.1
H 0.30862 0.23310 -0.25111 0.4 -0.5 0.4
H -1.21877 0.99717 -0.07407 0.0 0.4 0.3
H -1.34853 -1.25149 -0.63982 -0.1 -0.2 -0.1
H 0.50316 -1.04223 2.27361 0.4 -0.6 0.3
C 0.12142 -0.35018 8.30680 0.9 1.2 0.1
C 0.99205 0.49841 9.29877 -0.9 -1.0 -0.2
O 0.35721 0.59685 10.56956 0.1 0.5 -0.2
O -0.10082 -1.61032 8.84817 0.1 -1.2 1.1
H 0.67194 -0.46351 7.37289 0.0 0.4 -0.2
H -0.85719 0.10431 8.15228 0.1 0.5 -0.2
H 1.16919 1.51106 8.93646 -0.4 0.0 -0.1
H 1.97910 0.05053 9.41375 0.1 -0.3 -0.1
H 0.03984 -0.26732 10.84172 0.1 -0.2 -0.2
H -0.34067 -2.24695 8.17084 0.0 0.2 0.0
```
Positions in Å, forces in eV/Å.

Frontier orbital gap = 8.477 eV
Calculated total energy = -97427.8794 eV

These are the Löwdin partial charges, in e, on atoms 1 to 4:
1 C -0.769
2 O 0.026
3 N 0.156
4 N 0.150

---

Question: Which of these has the lowest frontier orbital gap?
Answer: C39H105N11O19